# 1
Formula: H30O15
Source: the Open Molecules 2025 dataset
Level of theory: ωB97M-V/def2-TZVPD

Summary:
* spin multiplicity: 1
* relative energy (zero: lowest compared OMol25 entry of this formula, charge and spin): 2.648 eV
* net charge: 0
* gap between HOMO and LUMO: 8.79 eV
* HOMO level: -9.6 eV

Geometry (Å):
1 O -15.009 8.698 3.695
2 H -15.383 8.246 2.940
3 H -14.315 8.104 3.908
4 O -12.663 3.653 4.007
5 H -11.714 3.433 3.966
6 H -13.042 2.827 3.846
7 O -9.561 6.148 3.858
8 H -9.321 6.877 4.448
9 H -9.833 5.397 4.358
10 O -11.519 4.131 1.026
11 H -11.005 4.748 0.506
12 H -10.939 3.853 1.735
13 O -10.813 7.142 6.511
14 H -11.534 7.389 5.866
15 H -10.956 6.256 6.899
16 O -13.118 8.330 0.642
17 H -13.017 8.525 1.540
18 H -12.415 7.747 0.535
19 O -12.465 9.693 3.042
20 H -11.904 9.153 3.570
21 H -12.182 10.578 3.273
22 O -14.945 4.998 3.134
23 H -14.905 5.028 2.196
24 H -14.297 4.421 3.411
25 O -14.661 5.372 0.414
26 H -15.289 4.960 -0.192
27 H -14.079 5.811 -0.243
28 O -13.960 2.562 1.096
29 H -13.573 3.378 1.214
30 H -14.138 2.451 0.180
31 O -12.950 7.458 4.998
32 H -13.613 7.077 5.613
33 H -12.830 6.937 4.178
34 O -12.180 6.471 2.612
35 H -12.256 5.665 2.083
36 H -11.319 6.426 3.102
37 O -8.803 8.357 1.842
38 H -9.109 7.645 2.350
39 H -8.081 8.721 2.417
40 O -8.643 5.615 1.024
41 H -8.941 5.263 1.861
42 H -8.362 4.818 0.572
43 O -10.251 8.838 4.050
44 H -9.861 8.992 3.189
45 H -9.669 9.127 4.729

Listed below, in e, are the Löwdin charges computed for each atom: atom 1 (O): -0.04, atom 2 (H): 0.03, atom 3 (H): -0.06, atom 4 (O): -0.01, atom 5 (H): 0.06, atom 6 (H): 0.03, atom 7 (O): -0.05, atom 8 (H): 0.05, atom 9 (H): 0.05, atom 10 (O): -0.03, atom 11 (H): 0.05, atom 12 (H): 0.04, atom 13 (O): -0.11, atom 14 (H): -0.01, atom 15 (H): 0.04, atom 16 (O): -0.02, atom 17 (H): -0.05, atom 18 (H): -0.02, atom 19 (O): -0.04, atom 20 (H): -0.04, atom 21 (H): 0.06, atom 22 (O): -0.01, atom 23 (H): -0.04, atom 24 (H): -0.07, atom 25 (O): -0.05, atom 26 (H): 0.07, atom 27 (H): 0.07, atom 28 (O): -0.02, atom 29 (H): -0.07, atom 30 (H): 0.03, atom 31 (O): -0.07, atom 32 (H): 0.11, atom 33 (H): 0.02, atom 34 (O): -0.05, atom 35 (H): 0.02, atom 36 (H): 0.04, atom 37 (O): -0.03, atom 38 (H): -0.04, atom 39 (H): 0.09, atom 40 (O): -0.03, atom 41 (H): 0.00, atom 42 (H): 0.05, atom 43 (O): -0.04, atom 44 (H): 0.02, atom 45 (H): 0.06

***

# 2
Formula: C17H22N2O2
Source: the Open Molecules 2025 dataset
Level of theory: ωB97M-V/def2-TZVPD

Summary:
* spin multiplicity: 1
* relative energy (zero: lowest compared OMol25 entry of this formula, charge and spin): 0.601 eV
* net charge: 0
* SMILES string: O=C(Nc1ccccc1)[C@@H]1CC(=O)N(C2CCCCC2)C1
* gap between HOMO and LUMO: 9.54 eV
* HOMO level: -8.9 eV

Geometry (Å):
1 O 0.964 -2.271 -1.118
2 C 1.648 -1.468 -0.524
3 N 2.914 -1.205 -0.964
4 C 3.913 -0.346 -0.485
5 C 5.226 -0.813 -0.452
6 C 6.248 0.003 -0.007
7 C 5.976 1.297 0.407
8 C 4.678 1.773 0.352
9 C 3.650 0.965 -0.099
10 C 1.169 -0.740 0.724
11 C 0.311 -1.678 1.578
12 C -1.130 -1.347 1.212
13 O -2.105 -1.985 1.535
14 N -1.123 -0.202 0.498
15 C -2.305 0.404 -0.093
16 C -2.949 -0.546 -1.105
17 C -4.166 0.111 -1.746
18 C -5.179 0.508 -0.677
19 C -4.540 1.451 0.337
20 C -3.322 0.796 0.981
21 C 0.184 0.374 0.313
22 H 3.211 -1.842 -1.694
23 H 5.437 -1.822 -0.775
24 H 7.259 -0.373 0.018
25 H 6.774 1.933 0.759
26 H 4.462 2.788 0.651
27 H 2.650 1.361 -0.175
28 H 2.021 -0.348 1.278
29 H 0.504 -2.730 1.370
30 H 0.456 -1.503 2.645
31 H -1.969 1.310 -0.612
32 H -2.214 -0.822 -1.865
33 H -3.249 -1.454 -0.581
34 H -4.624 -0.580 -2.456
35 H -3.853 1.000 -2.300
36 H -6.042 0.990 -1.141
37 H -5.528 -0.389 -0.163
38 H -5.265 1.715 1.109
39 H -4.236 2.374 -0.166
40 H -2.857 1.480 1.696
41 H -3.623 -0.104 1.516
42 H 0.320 0.675 -0.732
43 H 0.304 1.262 0.951

Listed below, in e, are the Löwdin charges computed for each atom: atom 1 (O): 0.09, atom 2 (C): -0.44, atom 3 (N): 0.14, atom 4 (C): -0.24, atom 5 (C): -0.02, atom 6 (C): -0.08, atom 7 (C): -0.09, atom 8 (C): -0.08, atom 9 (C): -0.03, atom 10 (C): -0.19, atom 11 (C): -0.02, atom 12 (C): -0.45, atom 13 (O): 0.07, atom 14 (N): -0.01, atom 15 (C): -0.28, atom 16 (C): -0.14, atom 17 (C): -0.20, atom 18 (C): -0.21, atom 19 (C): -0.20, atom 20 (C): -0.14, atom 21 (C): -0.10, atom 22 (H): 0.16, atom 23 (H): 0.11, atom 24 (H): 0.10, atom 25 (H): 0.10, atom 26 (H): 0.11, atom 27 (H): 0.10, atom 28 (H): 0.13, atom 29 (H): 0.13, atom 30 (H): 0.13, atom 31 (H): 0.15, atom 32 (H): 0.12, atom 33 (H): 0.12, atom 34 (H): 0.11, atom 35 (H): 0.11, atom 36 (H): 0.11, atom 37 (H): 0.12, atom 38 (H): 0.11, atom 39 (H): 0.11, atom 40 (H): 0.12, atom 41 (H): 0.11, atom 42 (H): 0.13, atom 43 (H): 0.13

***

# 3
Formula: C27H25F7N3S
Source: the Open Molecules 2025 dataset
Level of theory: ωB97M-V/def2-TZVPD

Summary:
* spin multiplicity: 1
* relative energy (zero: lowest compared OMol25 entry of this formula, charge and spin): 0.605 eV
* net charge: +1
* gap between HOMO and LUMO: 4.96 eV
* HOMO level: -10.4 eV

Geometry (Å):
1 F -2.603 3.890 7.099
2 C -1.419 4.292 6.532
3 F -1.616 5.542 6.025
4 F -0.511 4.403 7.556
5 C -0.954 3.307 5.492
6 C -0.674 3.720 4.194
7 C -0.299 2.761 3.232
8 N 0.013 3.185 1.931
9 C 0.221 2.391 0.820
10 S 0.139 0.720 0.735
11 N 0.520 3.117 -0.312
12 C 0.776 2.365 -1.559
13 C -0.445 1.480 -1.847
14 C -1.580 2.213 -2.618
15 C -1.723 1.448 -3.948
16 C -0.535 0.469 -4.004
17 N -0.130 0.328 -2.624
18 C -0.230 1.425 3.586
19 C -0.449 1.043 4.905
20 C -0.245 -0.411 5.220
21 F -0.698 -0.768 6.446
22 F -0.892 -1.207 4.298
23 F 1.086 -0.758 5.155
24 C -0.820 1.970 5.874
25 H -0.743 4.769 3.914
26 H -0.022 4.188 1.753
27 H 1.059 3.975 -0.194
28 H 0.917 3.079 -2.380
29 H 1.685 1.748 -1.451
30 H -0.861 1.055 -0.890
31 H -2.502 2.131 -2.033
32 H -1.363 3.278 -2.771
33 H -2.655 0.877 -3.928
34 H -1.747 2.108 -4.818
35 H -0.785 -0.506 -4.439
36 H 0.274 0.896 -4.625
37 H 0.801 -0.045 -2.482
38 H -0.009 0.640 2.844
39 H -1.014 1.660 6.892
40 F 1.329 -5.228 -6.681
41 C 1.040 -4.509 -5.553
42 C -0.282 -4.482 -5.109
43 C -0.567 -3.708 -3.998
44 C 0.450 -2.985 -3.315
45 C 0.043 -2.291 -2.126
46 C 0.593 -2.549 -0.833
47 C -0.334 -2.720 0.237
48 C 0.098 -2.838 1.542
49 C 1.463 -2.747 1.838
50 C 2.398 -2.646 0.796
51 C 1.984 -2.623 -0.533
52 C 1.776 -3.035 -3.815
53 C 2.075 -3.806 -4.935
54 H -1.054 -5.061 -5.611
55 H -1.582 -3.674 -3.595
56 H -0.963 -1.869 -2.143
57 H -1.400 -2.759 -0.010
58 H -0.631 -2.979 2.342
59 H 1.791 -2.736 2.878
60 H 3.462 -2.591 1.030
61 H 2.705 -2.626 -1.352
62 H 2.546 -2.441 -3.321
63 H 3.092 -3.875 -5.314

Listed below, in e, are the Löwdin charges computed for each atom: atom 1 (F): 0.13, atom 2 (C): -0.51, atom 3 (F): 0.12, atom 4 (F): 0.13, atom 5 (C): -0.10, atom 6 (C): 0.07, atom 7 (C): -0.20, atom 8 (N): 0.08, atom 9 (C): -0.66, atom 10 (S): 0.85, atom 11 (N): 0.01, atom 12 (C): -0.16, atom 13 (C): -0.43, atom 14 (C): -0.11, atom 15 (C): -0.15, atom 16 (C): -0.19, atom 17 (N): -0.03, atom 18 (C): 0.00, atom 19 (C): -0.09, atom 20 (C): -0.50, atom 21 (F): 0.14, atom 22 (F): 0.10, atom 23 (F): 0.11, atom 24 (C): 0.07, atom 25 (H): 0.13, atom 26 (H): 0.16, atom 27 (H): 0.15, atom 28 (H): 0.13, atom 29 (H): 0.11, atom 30 (H): 0.00, atom 31 (H): 0.11, atom 32 (H): 0.11, atom 33 (H): 0.11, atom 34 (H): 0.11, atom 35 (H): 0.10, atom 36 (H): 0.12, atom 37 (H): 0.11, atom 38 (H): 0.00, atom 39 (H): 0.14, atom 40 (F): 0.08, atom 41 (C): -0.21, atom 42 (C): 0.03, atom 43 (C): 0.01, atom 44 (C): -0.21, atom 45 (C): 0.09, atom 46 (C): -0.21, atom 47 (C): -0.02, atom 48 (C): -0.06, atom 49 (C): -0.02, atom 50 (C): -0.04, atom 51 (C): 0.01, atom 52 (C): 0.01, atom 53 (C): 0.03, atom 54 (H): 0.14, atom 55 (H): 0.13, atom 56 (H): 0.13, atom 57 (H): 0.13, atom 58 (H): 0.12, atom 59 (H): 0.12, atom 60 (H): 0.12, atom 61 (H): 0.10, atom 62 (H): 0.11, atom 63 (H): 0.13

***

# 4
Formula: C35H52AsInOP3
Source: the Open Molecules 2025 dataset
Level of theory: ωB97M-V/def2-TZVPD

Summary:
* spin multiplicity: 1
* relative energy (zero: lowest compared OMol25 entry of this formula, charge and spin): 0.143 eV
* net charge: +3
* gap between HOMO and LUMO: 4.55 eV
* HOMO level: -14.5 eV

Geometry (Å):
1 In 0.823 0.396 0.095
2 P 2.725 1.893 0.301
3 P -0.854 1.551 -1.605
4 P 1.354 -1.894 1.155
5 H -0.499 -1.708 -3.416
6 C -0.649 -2.509 -2.668
7 C -1.857 -2.812 -2.158
8 H -2.778 -2.287 -2.471
9 C 3.776 1.488 -1.084
10 C 2.201 3.597 0.156
11 C 3.546 1.612 1.868
12 C -2.315 0.900 -2.456
13 C -1.517 3.132 -0.977
14 C 0.130 2.130 -3.033
15 C 0.349 -3.402 1.009
16 C 1.721 -1.779 2.934
17 C 2.942 -2.462 0.480
18 H 0.265 -3.041 -2.345
19 H -1.959 -3.574 -1.364
20 H 4.650 2.139 -1.104
21 H 3.223 1.538 -2.027
22 H 4.063 0.445 -0.973
23 H 3.036 4.294 0.308
24 H 1.427 3.785 0.912
25 H 1.752 3.764 -0.829
26 H 4.329 2.359 2.059
27 H 3.982 0.609 1.885
28 H 2.794 1.658 2.666
29 H -2.465 1.544 -3.339
30 H -3.200 0.973 -1.812
31 H -2.176 -0.146 -2.781
32 H -1.865 3.688 -1.867
33 H -0.748 3.720 -0.470
34 H -2.356 2.957 -0.285
35 H -0.577 2.698 -3.656
36 H 0.516 1.280 -3.606
37 H 0.964 2.774 -2.723
38 H 0.917 -4.264 1.407
39 H 0.086 -3.600 -0.040
40 H -0.579 -3.280 1.583
41 H 2.267 -2.678 3.275
42 H 0.785 -1.673 3.499
43 H 2.319 -0.883 3.148
44 H 3.258 -3.380 0.989
45 H 3.722 -1.698 0.595
46 H 2.825 -2.649 -0.590
47 C 5.527 -2.372 -2.067
48 C 6.576 -2.114 -2.966
49 C 6.910 -3.148 -3.839
50 C 6.179 -4.362 -3.811
51 C 5.246 -4.630 -2.793
52 C 4.996 -3.647 -1.825
53 O 4.933 -1.315 -1.440
54 H 5.214 -0.488 -1.897
55 H 7.081 -1.132 -2.895
56 H 7.766 -3.016 -4.518
57 H 6.380 -5.132 -4.575
58 H 4.718 -5.590 -2.716
59 H 4.419 -3.796 -0.922
60 C -5.811 -3.065 2.490
61 C -5.161 -3.088 1.245
62 C -4.080 -2.233 1.019
63 C -3.647 -1.373 2.041
64 C -4.347 -1.289 3.245
65 C -5.438 -2.142 3.482
66 As -2.260 -0.070 1.523
67 C -3.573 1.408 1.416
68 C -4.568 1.378 0.434
69 C -5.496 2.424 0.351
70 C -5.431 3.478 1.272
71 C -4.484 3.467 2.302
72 C -3.559 2.420 2.391
73 C -1.421 0.229 3.296
74 C -0.596 1.360 3.445
75 C 0.112 1.547 4.638
76 C 0.026 0.593 5.651
77 C -0.714 -0.578 5.463
78 C -1.430 -0.775 4.271
79 H -6.645 -3.743 2.684
80 H -5.491 -3.772 0.457
81 H -3.601 -2.198 0.033
82 H -4.058 -0.544 4.002
83 H -5.977 -2.082 4.433
84 H -4.646 0.513 -0.231
85 H -6.260 2.389 -0.433
86 H -6.150 4.295 1.182
87 H -4.470 4.276 3.042
88 H -2.874 2.375 3.235
89 H -0.522 2.103 2.639
90 H 0.698 2.454 4.764
91 H 0.556 0.758 6.590
92 H -0.756 -1.330 6.239
93 H -1.994 -1.696 4.112

Listed below, in e, are the Löwdin charges computed for each atom: atom 1 (In): 0.58, atom 2 (P): 0.69, atom 3 (P): 0.72, atom 4 (P): 0.74, atom 5 (H): 0.05, atom 6 (C): -0.08, atom 7 (C): -0.07, atom 8 (H): 0.06, atom 9 (C): -0.21, atom 10 (C): -0.21, atom 11 (C): -0.20, atom 12 (C): -0.20, atom 13 (C): -0.21, atom 14 (C): -0.24, atom 15 (C): -0.20, atom 16 (C): -0.21, atom 17 (C): -0.27, atom 18 (H): 0.05, atom 19 (H): 0.06, atom 20 (H): 0.10, atom 21 (H): 0.07, atom 22 (H): 0.02, atom 23 (H): 0.09, atom 24 (H): 0.06, atom 25 (H): 0.05, atom 26 (H): 0.09, atom 27 (H): 0.06, atom 28 (H): 0.05, atom 29 (H): 0.09, atom 30 (H): 0.04, atom 31 (H): 0.03, atom 32 (H): 0.09, atom 33 (H): 0.04, atom 34 (H): 0.04, atom 35 (H): 0.07, atom 36 (H): 0.06, atom 37 (H): 0.04, atom 38 (H): 0.09, atom 39 (H): 0.04, atom 40 (H): 0.06, atom 41 (H): 0.09, atom 42 (H): 0.03, atom 43 (H): 0.05, atom 44 (H): 0.09, atom 45 (H): 0.05, atom 46 (H): 0.04, atom 47 (C): -0.32, atom 48 (C): -0.02, atom 49 (C): -0.06, atom 50 (C): -0.07, atom 51 (C): -0.06, atom 52 (C): -0.03, atom 53 (O): -0.05, atom 54 (H): 0.10, atom 55 (H): 0.13, atom 56 (H): 0.12, atom 57 (H): 0.12, atom 58 (H): 0.12, atom 59 (H): 0.07, atom 60 (C): -0.04, atom 61 (C): -0.06, atom 62 (C): -0.14, atom 63 (C): -0.40, atom 64 (C): -0.11, atom 65 (C): -0.04, atom 66 (As): 1.29, atom 67 (C): -0.41, atom 68 (C): -0.14, atom 69 (C): -0.05, atom 70 (C): -0.05, atom 71 (C): -0.05, atom 72 (C): -0.10, atom 73 (C): -0.42, atom 74 (C): -0.18, atom 75 (C): -0.07, atom 76 (C): -0.05, atom 77 (C): -0.05, atom 78 (C): -0.13, atom 79 (H): 0.12, atom 80 (H): 0.12, atom 81 (H): 0.07, atom 82 (H): 0.12, atom 83 (H): 0.12, atom 84 (H): 0.10, atom 85 (H): 0.12, atom 86 (H): 0.12, atom 87 (H): 0.12, atom 88 (H): 0.09, atom 89 (H): 0.09, atom 90 (H): 0.11, atom 91 (H): 0.12, atom 92 (H): 0.12, atom 93 (H): 0.11

***

no.,LUMO level (Ha),electronic energy (eV),M (g mol⁻¹)
1,-0.0284,-31199.0177,270.225
2,0.0223,-25062.8837,286.375
3,-0.2008,-62725.4082,556.571
4,-0.3659,-133038.6212,771.462